# 1
23
Properties=species:S:1:pos:R:3:forces:R:3:nbo_charge:R:1 method="wB97M-V/def2-TZVPD" homo_energy_ev=-9.19 de_lowest_kcal_mol=203.0 total_energy_ha=-388.118478
C -3.493 0.612 0.305 5.010 -11.828 -2.015 -0.566
C -2.052 -0.005 -0.094 -5.878 -3.927 1.177 0.048
C -2.022 -1.520 -0.242 0.029 0.251 5.851 -0.658
C -1.013 0.672 -0.259 3.946 4.524 -3.008 -0.227
C 0.306 0.288 -0.875 2.627 12.529 2.214 -0.386
C 1.433 0.425 0.193 -3.597 1.795 3.742 -0.507
C 2.697 -0.036 -0.377 1.608 2.724 7.827 0.502
C 3.818 -0.010 0.629 3.469 1.079 4.628 -0.727
H -4.164 0.324 -0.396 -2.024 -1.355 -2.582 0.202
H -3.859 0.223 1.142 -1.057 -1.398 3.919 0.203
H -3.504 1.487 0.246 0.347 13.658 -0.179 0.180
H -1.093 -2.022 -0.393 1.745 0.403 0.922 0.213
H -2.466 -1.979 0.800 0.808 0.710 -2.807 0.203
H -2.373 -1.976 -1.062 -3.187 -0.937 -3.052 0.221
H -1.185 1.692 -0.487 -0.171 1.596 1.038 0.190
H 0.743 1.137 -1.747 -1.953 -3.231 1.904 0.218
H 0.179 -0.604 -0.970 -0.243 -10.367 -2.982 0.180
H 1.039 -0.122 1.235 1.448 0.710 -2.823 0.251
H 1.522 1.577 0.802 -0.004 -3.052 -2.424 0.245
H 3.249 0.393 1.755 2.110 -2.144 -2.946 0.212
H 4.792 1.011 0.676 -3.150 -3.333 -1.002 0.249
H 4.492 -1.206 0.548 -2.235 4.048 0.758 0.259
O 2.954 -0.359 -1.428 0.354 -2.453 -8.160 -0.504



# 2
91
Properties=species:S:1:pos:R:3:forces:R:3:lowdin_charge:R:1 method="wB97M-V/def2-TZVPD" total_charge=+1 homo_energy_ev=-10.29 de_lowest_kcal_mol=48.3 total_energy_ha=-4936.250627
Pt 0.634 0.617 -0.940 -0.022 0.691 -0.234 0.627
C 1.397 -3.845 3.836 -0.004 0.039 -0.037 -0.062
C 0.015 -3.795 3.207 0.010 0.014 -0.017 -0.184
N -0.262 -2.539 2.483 -0.161 -0.168 -0.037 -0.099
C -0.924 -1.484 3.265 0.129 0.057 -0.012 -0.233
C -2.437 -1.598 3.285 0.013 -0.022 -0.003 -0.057
C 0.122 -2.449 1.208 0.046 0.294 0.254 -0.538
S -0.564 -0.921 0.390 0.698 -0.119 0.083 0.756
N 0.869 -3.352 0.681 0.026 -0.115 -0.085 0.130
C 1.384 -3.313 -0.603 -0.013 0.110 0.045 -0.464
O 1.060 -2.489 -1.452 -0.039 -0.041 -0.066 -0.080
C 2.358 -4.391 -0.905 0.053 0.053 -0.005 -0.146
C 2.950 -4.412 -2.168 0.003 -0.002 -0.003 -0.013
C 3.855 -5.407 -2.491 0.002 0.004 -0.002 -0.061
C 4.173 -6.385 -1.557 -0.002 0.002 0.003 -0.063
C 3.588 -6.367 -0.298 0.005 0.005 -0.001 -0.064
C 2.684 -5.371 0.031 0.001 0.004 0.017 -0.021
H 1.526 -4.792 4.359 -0.007 -0.009 -0.014 0.086
H 1.525 -3.048 4.567 0.014 0.037 0.030 0.070
H 2.172 -3.762 3.075 0.003 0.020 0.004 0.067
H -0.755 -3.878 3.975 -0.017 0.001 -0.008 0.122
H -0.116 -4.616 2.505 0.008 -0.011 0.006 0.116
H -0.602 -0.506 2.908 0.003 -0.004 -0.010 0.089
H -0.522 -1.571 4.276 0.009 0.012 0.003 0.130
H -2.852 -1.457 2.288 0.007 0.029 0.022 0.036
H -2.854 -0.832 3.938 -0.003 -0.005 0.012 0.091
H -2.757 -2.571 3.661 -0.003 -0.001 -0.005 0.083
H 2.695 -3.639 -2.881 0.002 -0.002 0.002 0.119
H 4.318 -5.421 -3.469 -0.002 0.000 0.000 0.110
H 4.882 -7.162 -1.810 -0.001 -0.001 -0.002 0.111
H 3.840 -7.128 0.428 0.001 0.000 0.000 0.109
H 2.228 -5.343 1.011 -0.008 -0.005 -0.008 0.099
C -1.239 6.248 -3.122 0.001 0.004 0.003 -0.066
C -0.284 6.023 -1.960 -0.017 -0.005 -0.024 -0.195
N 0.576 4.851 -2.184 -0.056 0.029 -0.159 -0.121
C 1.852 5.150 -2.842 0.018 -0.017 0.047 -0.241
C 2.897 5.633 -1.849 0.022 -0.031 -0.004 -0.060
C 0.153 3.623 -1.889 -0.080 0.011 0.124 -0.626
S 1.233 2.314 -2.314 0.066 -0.029 0.067 0.715
N -1.069 3.579 -1.327 0.032 -0.122 -0.005 0.117
C -1.763 2.502 -1.011 0.131 0.048 -0.156 -0.418
O -1.413 1.280 -1.037 -0.040 -0.064 0.113 -0.289
C -3.168 2.757 -0.571 0.040 -0.006 0.055 -0.136
C -3.810 1.826 0.240 0.005 -0.003 0.030 -0.036
C -5.110 2.042 0.666 -0.002 0.002 -0.003 -0.072
C -5.782 3.192 0.272 0.001 -0.006 0.002 -0.071
C -5.144 4.130 -0.527 -0.002 0.002 -0.011 -0.061
C -3.837 3.920 -0.938 -0.009 0.000 -0.027 -0.013
H -1.836 7.143 -2.950 -0.004 -0.003 0.003 0.082
H -1.909 5.397 -3.235 0.004 -0.002 -0.002 0.062
H -0.695 6.383 -4.059 0.000 0.002 -0.001 0.075
H -0.825 5.886 -1.029 -0.006 -0.002 0.001 0.114
H 0.382 6.877 -1.844 0.008 -0.004 0.004 0.116
H 1.646 5.906 -3.601 0.017 0.027 0.026 0.124
H 2.211 4.268 -3.363 -0.033 -0.001 -0.040 0.062
H 2.598 6.562 -1.364 -0.014 -0.009 0.012 0.074
H 3.843 5.812 -2.362 -0.003 0.015 0.000 0.084
H 3.064 4.878 -1.081 0.011 -0.006 -0.009 0.068
H -3.258 0.955 0.568 -0.001 -0.051 -0.002 0.085
H -5.599 1.325 1.313 0.006 0.001 0.000 0.105
H -6.799 3.363 0.600 -0.001 0.001 -0.001 0.109
H -5.664 5.030 -0.826 -0.001 0.000 -0.002 0.109
H -3.324 4.649 -1.549 -0.003 0.003 0.002 0.097
C 2.672 0.263 -0.673 -0.994 -0.097 0.278 -0.283
C 2.701 0.519 0.788 0.321 0.003 0.162 -0.333
C 2.729 -0.538 1.701 0.008 -0.145 -0.059 -0.057
C 2.513 -0.328 3.048 -0.005 0.014 0.072 -0.036
C 2.274 0.958 3.529 0.056 -0.105 -0.018 -0.240
C 2.350 2.036 2.650 0.040 0.100 -0.031 -0.015
C 2.586 1.815 1.307 -0.040 0.091 -0.040 -0.043
C 1.945 1.144 4.914 -0.040 0.046 0.000 -0.189
N 1.631 1.269 6.013 0.023 -0.022 -0.007 0.157
H 2.914 -0.764 -0.931 0.206 0.031 -0.074 0.048
H 3.219 0.998 -1.254 0.206 -0.111 -0.021 0.023
H 2.917 -1.543 1.339 -0.033 -0.007 0.010 0.111
H 2.533 -1.156 3.740 -0.006 -0.073 0.053 0.103
H 2.214 3.042 3.023 0.006 -0.003 -0.002 0.124
H 2.639 2.658 0.628 -0.070 -0.008 -0.008 0.103
C -3.407 -2.136 -0.380 -0.077 0.072 -0.098 -0.224
As -1.672 -1.977 -1.198 -0.624 -0.530 -0.215 1.032
C -1.905 -1.044 -2.847 0.243 0.075 0.039 -0.192
C -1.358 -3.817 -1.664 0.040 -0.060 0.090 -0.186
H -4.082 -2.607 -1.095 -0.015 0.003 0.006 0.055
H -3.796 -1.161 -0.100 0.007 0.056 -0.002 0.027
H -3.317 -2.769 0.501 -0.003 -0.003 -0.021 0.042
H -2.538 -1.712 -3.433 0.000 0.057 -0.074 0.059
H -0.939 -0.893 -3.323 0.011 -0.035 0.016 0.053
H -2.381 -0.090 -2.655 -0.033 0.025 0.016 0.038
H -2.288 -4.122 -2.144 -0.010 -0.045 0.020 0.058
H -1.189 -4.415 -0.771 -0.006 0.011 -0.005 0.056
H -0.517 -3.904 -2.341 -0.054 0.010 -0.061 0.050



# 3
115
Properties=species:S:1:pos:R:3:forces:R:3:lowdin_charge:R:1 method="wB97M-V/def2-TZVPD" homo_energy_ev=-8.23 total_energy_ha=-2399.127698 smiles="CCCCCCCCCC[C@H](OC#N)O[C@@H](CC(N)(N)N)[C@@](N)(NCCN(CC)C(C)=O)P(C)O.CCOCC.CCOCC"
C 3.569 5.553 1.806 -0.154 -0.061 -0.203 -0.102
C 4.496 5.121 0.658 0.063 0.449 0.527 -0.248
C 5.692 4.256 1.067 -0.539 0.000 -0.351 -0.206
C 5.364 3.063 1.982 0.846 0.181 -0.089 -0.197
C 5.848 1.691 1.455 -0.871 0.604 -0.216 -0.182
C 4.669 0.784 1.083 0.763 -0.639 0.346 -0.210
C 4.898 -0.700 1.371 -0.416 0.074 -0.034 -0.209
C 3.585 -1.484 1.216 0.637 -0.045 0.006 -0.185
C 3.257 -1.734 -0.266 0.092 0.573 0.312 -0.175
C 2.076 -0.931 -0.827 0.106 -1.222 0.566 -0.102
C 0.729 -1.290 -0.201 0.490 -0.087 -0.590 -0.292
O 0.717 -2.765 -0.084 -0.455 -0.027 0.031 0.055
C 0.123 -3.351 -1.061 -1.066 -1.970 -2.214 -0.339
N -0.358 -3.978 -1.939 1.257 1.569 2.287 0.171
O -0.317 -1.003 -1.045 0.211 0.841 0.165 -0.060
C -1.195 0.105 -0.867 -0.490 -0.039 -0.035 -0.246
C -1.929 0.153 0.458 -0.585 -0.246 -0.188 -0.073
C -2.965 -0.984 0.652 -0.435 -0.548 1.020 -0.631
N -4.344 -0.461 0.572 0.466 0.024 -0.068 0.079
N -2.686 -1.555 1.987 0.681 -0.080 -0.516 0.068
N -2.811 -2.086 -0.272 -0.034 0.110 -0.045 0.110
C -0.672 1.485 -1.409 0.341 -0.964 0.048 -0.573
N 0.263 1.139 -2.449 0.308 0.257 0.120 0.066
N -1.883 2.218 -1.822 0.030 -0.131 0.331 -0.044
C -2.188 2.259 -3.231 0.376 0.293 -0.147 -0.213
C -3.474 3.008 -3.574 -0.137 0.305 0.232 -0.156
N -4.720 2.654 -2.933 -0.112 -0.256 0.250 -0.103
C -5.505 1.540 -3.446 0.281 -0.331 -0.138 -0.200
C -4.734 0.295 -3.880 -0.822 1.382 0.192 -0.072
C -4.879 2.968 -1.558 0.639 0.069 0.974 -0.461
C -5.382 4.370 -1.285 -0.246 -0.229 -0.397 0.005
O -4.635 2.218 -0.633 -0.629 0.288 -0.927 0.078
P 0.154 2.722 -0.221 -0.544 0.930 0.100 0.972
C 0.593 1.969 1.388 0.522 0.192 -0.179 -0.257
O 1.652 2.957 -0.899 -0.152 -0.164 0.309 -0.321
H 2.538 5.499 1.471 -0.252 0.050 0.043 0.061
H 3.738 6.578 2.115 0.151 0.178 0.072 0.065
H 3.646 4.933 2.693 0.077 -0.133 0.101 0.057
H 4.904 6.031 0.228 0.011 0.099 -0.336 0.098
H 3.894 4.668 -0.124 0.025 -0.355 -0.122 0.086
H 6.435 4.912 1.511 0.153 0.007 0.256 0.105
H 6.140 3.890 0.147 0.179 -0.071 -0.148 0.097
H 4.304 3.047 2.212 -0.213 -0.147 -0.047 0.079
H 5.870 3.241 2.926 -0.089 0.036 0.305 0.105
H 6.459 1.233 2.222 0.186 -0.320 0.020 0.103
H 6.446 1.881 0.571 0.425 -0.217 -0.042 0.100
H 3.838 1.073 1.713 -0.516 0.175 -0.067 0.091
H 4.417 0.869 0.027 -0.264 0.363 -0.081 0.111
H 5.297 -0.812 2.376 -0.002 -0.010 0.229 0.104
H 5.632 -1.116 0.686 0.250 -0.064 -0.071 0.112
H 2.814 -0.923 1.739 -0.323 0.057 -0.001 0.098
H 3.682 -2.418 1.760 -0.077 -0.271 0.025 0.105
H 4.130 -1.407 -0.828 0.125 -0.034 -0.252 0.106
H 3.159 -2.792 -0.467 -0.232 -0.201 -0.045 0.108
H 1.974 -1.210 -1.868 -0.039 0.396 -0.396 0.126
H 2.299 0.119 -0.713 -0.280 0.426 -0.226 0.093
H 0.612 -0.966 0.825 -0.232 0.174 0.208 0.144
H -1.982 -0.125 -1.582 -0.060 -0.050 -0.321 0.136
H -2.488 1.085 0.452 0.044 0.286 0.079 0.110
H -1.292 0.105 1.330 0.395 0.149 -0.025 0.081
H -4.945 -1.189 0.943 -0.148 -0.110 -0.125 0.066
H -4.433 0.311 1.225 -0.103 0.252 -0.219 0.065
H -2.666 -0.826 2.683 -0.216 -0.010 0.199 0.068
H -3.372 -2.257 2.223 -0.170 0.051 0.213 0.065
H -3.187 -2.932 0.135 0.056 -0.134 -0.008 0.083
H -3.331 -1.901 -1.121 -0.021 0.074 0.034 0.052
H 0.598 1.929 -2.977 0.040 0.061 -0.063 0.078
H -0.073 0.406 -3.055 -0.059 -0.045 -0.071 0.093
H -1.891 3.135 -1.395 -0.058 0.157 -0.159 0.054
H -1.404 2.802 -3.779 0.059 0.038 -0.240 0.111
H -2.179 1.265 -3.659 -0.227 -0.354 0.113 0.096
H -3.601 2.926 -4.650 -0.139 -0.001 -0.237 0.123
H -3.293 4.068 -3.386 0.039 0.190 0.087 0.118
H -6.090 1.893 -4.298 -0.034 0.121 -0.199 0.112
H -6.239 1.265 -2.697 -0.018 -0.012 0.320 0.118
H -5.444 -0.480 -4.141 0.100 0.339 0.205 0.071
H -4.060 -0.025 -3.093 -0.044 -0.228 0.151 0.066
H -4.167 0.527 -4.776 0.260 -0.143 -0.183 0.083
H -5.732 4.452 -0.267 0.152 0.071 0.308 0.075
H -6.206 4.585 -1.961 -0.073 0.054 -0.098 0.081
H -4.610 5.104 -1.492 0.196 0.121 0.032 0.078
H -0.272 1.813 2.014 -0.281 -0.185 -0.007 0.032
H 1.238 1.101 1.354 0.011 -0.464 -0.032 0.017
H 1.166 2.745 1.895 0.107 0.225 0.019 0.032
H 2.339 2.714 -0.271 0.273 -0.143 -0.140 0.019
C 2.681 -2.638 7.354 0.131 0.020 0.000 -0.080
C 2.594 -3.014 5.884 -0.079 -0.072 0.098 -0.282
O 3.728 -2.640 5.126 -0.003 0.155 -0.190 -0.169
C 4.965 -3.200 5.527 0.074 -0.068 0.087 -0.283
C 5.000 -4.718 5.481 -0.115 -0.020 -0.025 -0.078
H 2.833 -1.563 7.464 -0.029 0.010 -0.001 0.080
H 1.759 -2.915 7.867 -0.021 0.012 -0.017 0.076
H 3.506 -3.143 7.858 -0.042 -0.057 0.014 0.065
H 1.752 -2.492 5.428 0.052 0.023 -0.083 0.118
H 2.394 -4.086 5.771 0.024 -0.015 0.044 0.108
H 5.244 -2.837 6.522 -0.016 -0.047 0.028 0.107
H 5.704 -2.802 4.831 -0.059 0.062 -0.041 0.114
H 4.281 -5.167 6.167 0.049 0.003 0.057 0.066
H 5.992 -5.079 5.756 0.015 0.015 -0.011 0.077
H 4.766 -5.075 4.477 0.022 0.004 -0.011 0.081
C -2.567 -3.650 -4.542 -0.064 -0.016 -0.137 -0.069
C -3.300 -2.524 -3.839 0.097 -0.198 -0.020 -0.273
O -4.526 -2.146 -4.450 0.376 -1.155 -0.283 -0.239
C -5.509 -3.158 -4.542 0.051 -0.223 -0.027 -0.270
C -5.941 -3.724 -3.200 0.064 0.057 0.086 -0.071
H -2.362 -3.384 -5.581 -0.023 0.033 0.006 0.082
H -1.625 -3.847 -4.034 0.001 0.002 0.049 0.038
H -3.143 -4.577 -4.546 0.013 -0.007 0.072 0.070
H -2.679 -1.627 -3.853 -0.044 0.043 -0.027 0.110
H -3.462 -2.773 -2.784 0.010 -0.119 -0.149 0.086
H -5.171 -3.960 -5.208 -0.013 -0.037 0.035 0.109
H -6.366 -2.690 -5.029 0.002 0.093 -0.037 0.118
H -5.117 -4.211 -2.677 -0.004 -0.068 -0.043 0.068
H -6.730 -4.463 -3.340 -0.010 0.014 -0.014 0.076
H -6.319 -2.928 -2.555 -0.022 0.008 0.003 0.079